Entry 1:
19
Properties=species:S:1:pos:R:3:forces:R:3:nbo_charge:R:1 method="wB97M-V/def2-TZVPD" homo_lumo_gap_ev=8.87 max_force_ev_per_a=1.381 charge=-1
C 1.408 0.554 1.363 -0.48 0.72 -0.06 -0.42
N 0.135 0.902 0.705 0.67 -0.06 1.20 -0.68
C 0.304 1.725 -0.473 -0.36 -0.59 0.12 0.11
O 1.258 1.300 -1.375 0.59 0.07 -0.60 -0.81
H 2.193 1.220 0.998 0.02 -0.14 -0.08 0.19
H 1.697 -0.474 1.151 0.15 -0.05 0.09 0.19
H 1.319 0.737 2.439 0.08 -0.32 0.08 0.16
H -0.392 0.045 0.632 -0.20 0.14 -0.86 0.38
H 0.621 2.712 -0.120 -0.12 0.11 -0.08 0.13
H -0.689 1.790 -0.930 -0.15 0.19 -0.07 0.14
H -2.553 -1.339 0.641 -0.26 0.45 0.43 0.51
H -2.530 -0.046 1.432 -0.56 -0.52 -0.07 0.46
O -3.124 -0.808 1.267 0.95 0.19 -0.35 -1.00
H 1.507 -1.612 -1.975 -0.83 0.25 0.42 0.44
H 1.076 0.322 -1.656 -0.25 0.25 0.41 0.51
O 0.692 -1.116 -1.766 1.08 -0.21 -0.61 -1.17
H -0.227 -1.512 -0.894 -0.50 -0.69 -0.46 0.51
H -1.551 -2.505 -1.032 0.30 0.24 -0.01 0.45
O -1.145 -1.895 -0.406 -0.15 -0.02 0.48 -1.10

Entry 2:
11
Properties=species:S:1:pos:R:3:forces:R:3:nbo_charge:R:1 method="wB97M-V/def2-TZVPD" homo_lumo_gap_ev=9.40 max_force_ev_per_a=4.763
C 1.861 -1.460 -1.069 -1.53 2.32 -0.48 -0.44
C 1.253 -0.416 -1.466 -0.40 -0.41 -0.11 -0.42
Si -0.106 1.167 -1.548 0.63 -4.57 1.20 0.70
Si 1.020 -1.540 0.639 1.63 1.58 -0.84 0.69
Si -0.533 0.266 0.603 -0.49 -1.64 -1.13 0.26
H 0.732 2.235 -1.672 1.22 2.24 -0.34 -0.14
H -1.213 0.999 -2.497 0.17 0.04 -0.25 -0.11
H 0.920 -2.886 0.957 -1.41 -2.09 0.12 -0.14
H 2.113 -1.419 1.625 0.12 0.91 0.18 -0.15
H -0.204 1.139 1.636 0.14 1.30 1.50 -0.13
H -1.912 -0.283 0.657 -0.08 0.32 0.15 -0.11

Entry 3:
86
Properties=species:S:1:pos:R:3:forces:R:3:mulliken_spin:R:1 method="wB97M-V/def2-TZVPD" homo_lumo_gap_ev="6.63 / 5.73" max_force_ev_per_a=1.116 spin_multiplicity=2 charge=+1
Ru -0.358 -0.800 -0.880 0.36 -0.64 -0.56 0.86
C 3.455 1.455 -0.303 0.08 -0.12 0.17 0.00
N 2.303 0.552 -0.344 -0.18 0.07 -0.32 0.00
P 0.753 0.777 0.283 0.06 -0.38 1.05 0.01
C 0.522 2.524 0.648 -0.07 0.04 -0.30 -0.02
C 1.365 3.075 1.620 -0.01 0.01 -0.03 0.00
C 1.231 4.404 1.979 0.01 -0.01 0.00 0.00
C 0.246 5.186 1.387 0.00 0.01 0.00 0.00
C -0.605 4.639 0.441 0.00 0.00 0.00 0.00
C -0.468 3.309 0.065 -0.02 -0.01 0.03 -0.01
C 0.560 0.023 1.928 0.13 0.30 0.15 0.05
C 1.251 -1.122 2.315 -0.05 -0.06 -0.07 0.02
C 1.030 -1.694 3.559 -0.01 0.01 -0.01 -0.01
C 0.113 -1.124 4.430 0.00 0.02 -0.01 0.03
C -0.588 0.015 4.053 0.02 0.05 0.02 -0.02
C -0.373 0.583 2.810 0.03 -0.02 0.01 0.03
P 2.061 -0.763 -1.406 -0.36 0.55 -0.29 0.01
C 3.590 -1.729 -1.200 -0.11 -0.13 0.03 0.00
C 4.362 -2.123 -2.292 -0.01 -0.06 -0.03 0.00
C 5.546 -2.819 -2.099 0.01 -0.01 0.01 0.00
C 5.978 -3.126 -0.819 -0.02 0.01 -0.01 0.00
C 5.227 -2.721 0.276 0.00 -0.01 -0.01 0.00
C 4.042 -2.030 0.086 0.06 0.00 0.05 0.00
C 2.121 -0.218 -3.132 0.10 0.02 0.03 0.00
C 1.876 -1.172 -4.121 -0.01 0.01 0.00 0.00
C 1.811 -0.799 -5.452 0.00 0.02 -0.02 0.00
C 1.978 0.534 -5.807 0.00 -0.02 0.00 0.00
C 2.210 1.488 -4.829 0.01 0.00 0.01 0.00
C 2.277 1.114 -3.493 0.07 0.03 0.01 0.00
H 3.772 1.630 0.724 0.03 -0.02 0.01 0.00
H 3.230 2.413 -0.771 0.00 0.00 0.03 0.00
H 4.279 0.981 -0.835 0.00 0.02 -0.02 0.00
H 2.103 2.459 2.118 0.00 0.00 0.01 0.00
H 1.883 4.827 2.731 0.00 0.00 0.00 0.00
H 0.136 6.223 1.677 0.00 0.00 0.00 0.00
H -1.383 5.242 -0.006 0.00 0.00 0.00 0.00
H -1.154 2.889 -0.656 -0.02 -0.02 -0.02 0.00
H 1.951 -1.587 1.635 -0.13 0.04 0.09 0.02
H 1.572 -2.586 3.844 0.00 0.00 0.01 0.00
H -0.072 -1.570 5.399 -0.01 -0.01 0.00 0.00
H -1.308 0.454 4.731 0.01 -0.02 -0.03 0.00
H -0.925 1.467 2.523 -0.04 0.07 0.01 0.00
H 4.060 -1.879 -3.300 0.00 0.01 0.03 0.00
H 6.134 -3.113 -2.958 0.01 0.00 0.00 0.00
H 6.903 -3.668 -0.672 0.00 0.00 0.00 0.00
H 5.565 -2.936 1.280 0.01 0.00 0.00 0.00
H 3.502 -1.689 0.957 0.11 -0.01 -0.11 -0.01
H 1.728 -2.212 -3.849 0.00 0.00 0.00 0.00
H 1.625 -1.547 -6.213 0.00 0.00 0.00 0.00
H 1.925 0.827 -6.847 0.00 0.00 0.00 0.00
H 2.332 2.528 -5.100 0.00 0.00 0.00 0.00
H 2.433 1.874 -2.738 -0.02 -0.02 -0.02 0.00
S -0.926 0.983 -2.296 -0.01 0.09 -0.10 -0.04
C -1.385 -0.299 -3.367 0.07 0.27 0.10 -0.01
C -2.198 -0.192 -4.490 0.10 -0.16 -0.14 0.00
C -2.477 -1.348 -5.185 0.00 0.00 0.01 0.00
C -1.963 -2.568 -4.739 0.04 0.02 0.01 0.00
C -1.199 -2.590 -3.594 0.08 -0.06 -0.09 0.01
N -0.904 -1.469 -2.920 -0.27 -0.04 0.23 0.06
H -2.600 0.769 -4.778 0.02 0.00 -0.01 0.00
H -3.105 -1.315 -6.066 0.00 0.00 0.00 0.00
H -2.166 -3.489 -5.266 0.00 0.00 0.00 0.00
H -0.781 -3.511 -3.211 -0.04 0.02 -0.01 0.00
Cl 0.017 -5.308 -1.634 0.01 -0.02 0.05 0.00
C -1.017 -4.406 -0.533 -0.08 -0.01 -0.03 0.00
Cl -0.098 -3.171 0.370 0.14 0.21 0.01 0.00
H -1.423 -5.087 0.206 -0.01 0.02 0.00 0.00
H -1.801 -3.887 -1.078 0.01 0.01 0.01 0.00
S -3.502 -1.698 5.136 0.01 -0.03 0.02 0.00
C -3.447 -1.204 3.566 -0.08 -0.02 -0.05 0.00
S -2.752 -2.150 2.281 0.05 -0.05 0.02 0.00
C -3.017 -0.854 1.152 -0.04 -0.02 0.01 0.02
N -3.598 0.168 1.675 0.00 0.02 -0.02 0.00
N -3.861 -0.034 3.003 0.10 0.02 0.04 0.00
C -4.481 1.054 3.701 0.00 0.04 0.01 0.00
C -4.063 2.348 3.424 -0.01 -0.02 0.00 0.00
C -4.658 3.412 4.084 0.00 -0.01 0.00 0.00
C -5.663 3.182 5.012 0.00 0.00 0.00 0.00
C -6.083 1.885 5.267 0.00 -0.01 0.00 0.00
C -5.499 0.813 4.611 0.00 0.00 0.00 0.00
S -2.689 -0.954 -0.563 -0.15 0.04 0.09 0.01
H -3.302 2.517 2.677 0.06 0.00 -0.03 0.00
H -4.336 4.422 3.868 0.00 0.00 0.00 0.00
H -6.125 4.013 5.528 0.00 0.00 0.00 0.00
H -6.877 1.702 5.979 0.00 0.00 0.00 0.00
H -5.826 -0.197 4.805 -0.01 0.01 0.00 0.00

Relative energy (zero: lowest compared OMol25 entry of this formula, charge and spin): 8.0, 28.0, 4.6 (kcal/mol)